{"formula": "C29H80O16", "method": "ωB97M-V with the def2-TZVPD basis set", "symbols": ["C", "C", "C", "O", "C", "H", "H", "H", "H", "H", "H", "H", "H", "C", "C", "C", "O", "C", "H", "H", "H", "H", "H", "H", "H", "H", "C", "C", "C", "O", "C", "H", "H", "H", "H", "H", "H", "H", "H", "C", "O", "H", "H", "H", "H", "C", "O", "H", "H", "H", "H", "C", "O", "H", "H", "H", "H", "C", "O", "H", "H", "H", "H", "C", "O", "H", "H", "H", "H", "C", "O", "H", "H", "H", "H", "C", "O", "H", "H", "H", "H", "C", "O", "H", "H", "H", "H", "C", "O", "H", "H", "H", "H", "C", "O", "C", "C", "O", "C", "H", "H", "H", "H", "H", "H", "H", "H", "H", "H", "C", "O", "C", "C", "O", "C", "H", "H", "H", "H", "H", "H", "H", "H", "H", "H"], "coordinates": [[-4.334659, -0.665275, -3.874057], [-4.109011, -1.273667, -5.255487], [-3.885487, -2.743434, -4.854983], [-4.741546, -2.950206, -3.746047], [-5.169501, -1.716345, -3.149208], [-4.801771, 0.322974, -3.990139], [-3.416380, -0.455447, -3.321660], [-3.318909, -0.770179, -5.807241], [-5.029325, -1.254330, -5.845857], [-2.849538, -2.939482, -4.541533], [-4.128415, -3.438764, -5.657722], [-4.960348, -1.674601, -2.076329], [-6.251814, -1.611041, -3.283915], [-0.738089, -4.894082, -8.573147], [-1.298070, -6.124601, -7.853142], [-2.643838, -5.613342, -7.293434], [-2.669170, -4.199535, -7.624071], [-1.318019, -3.740019, -7.773727], [-1.099638, -4.822197, -9.601781], [0.349902, -4.886826, -8.561493], [-0.642145, -6.374743, -7.019529], [-1.401174, -6.964956, -8.537270], [-2.683905, -5.673100, -6.202792], [-3.552282, -5.991417, -7.758348], [-0.877358, -3.558097, -6.785323], [-1.290135, -2.780848, -8.291497], [-3.419596, -7.223255, -12.759460], [-3.279046, -6.653783, -11.369037], [-3.490810, -5.141653, -11.588110], [-4.107719, -5.009092, -12.868695], [-4.452557, -6.301687, -13.386270], [-3.573771, -8.302495, -12.802039], [-2.483552, -7.065284, -13.315574], [-2.283284, -6.892044, -10.987874], [-4.017881, -7.010054, -10.646387], [-2.485719, -4.705549, -11.638834], [-4.076278, -4.691055, -10.789767], [-4.466615, -6.329796, -14.468837], [-5.439832, -6.513405, -12.953570], [0.001532, -0.002753, -5.617408], [-0.508924, 1.218278, -6.102360], [-0.755205, -0.758583, -5.368786], [0.715409, -0.455709, -6.319782], [0.554659, 0.217694, -4.705099], [-1.073822, 1.142036, -6.908107], [-3.576240, -5.808586, -2.848434], [-2.257151, -5.437076, -2.440596], [-4.331827, -5.177311, -2.391043], [-3.619832, -5.801591, -3.935713], [-3.762687, -6.857691, -2.584463], [-2.029922, -5.940656, -1.656984], [2.544862, -3.612337, -5.402395], [1.549191, -2.767768, -4.804721], [2.803855, -4.466725, -4.777747], [2.132414, -4.016130, -6.334174], [3.418330, -3.050161, -5.732364], [1.233569, -3.254496, -4.037551], [2.711314, -5.945285, -9.367884], [2.464759, -4.749637, -10.057620], [3.474909, -6.552829, -9.871205], [2.974673, -5.764770, -8.327660], [1.848228, -6.637363, -9.308449], [2.337386, -4.961241, -10.993871], [0.064438, -8.955060, -10.260768], [0.307116, -9.439394, -8.941913], [0.984750, -8.495508, -10.660402], [-0.255324, -9.749940, -10.942409], [-0.666213, -8.150187, -10.310672], [0.905014, -10.187166, -8.974817], [0.412529, -5.923978, -12.699540], [1.822101, -5.990254, -12.583761], [-0.055295, -5.728617, -11.737167], [0.120501, -5.079177, -13.340737], [-0.015471, -6.815403, -13.166095], [2.235885, -6.145298, -13.434212], [-3.786431, -1.769381, -9.702380], [-4.510836, -2.850140, -9.142448], [-3.039420, -2.094241, -10.430757], [-4.530559, -1.118249, -10.163723], [-3.281704, -1.199521, -8.914131], [-3.891270, -3.379665, -8.600756], [-6.731935, -6.119855, -7.905212], [-7.129974, -7.346270, -7.310067], [-5.856468, -5.718591, -7.386836], [-6.414210, -6.314541, -8.930394], [-7.550296, -5.399716, -7.939572], [-7.107156, -7.299882, -6.353681], [-1.004537, -7.926011, -4.496200], [-2.207271, -8.456506, -5.095852], [-1.261810, -7.597036, -3.495766], [-0.273548, -8.739518, -4.421124], [-0.605638, -7.102092, -5.094189], [-1.946520, -8.879664, -5.921384], [-3.150512, 1.694738, -8.265478], [-2.030180, 0.892008, -8.420513], [-1.652030, 0.879935, -9.785527], [-0.380246, 0.123935, -10.068493], [-0.641255, -1.253022, -10.111173], [0.518882, -2.087910, -10.266900], [-3.466885, 1.734728, -7.216530], [-4.034612, 1.246086, -8.735382], [-2.985069, 2.732826, -8.561387], [-1.468881, 1.926919, -10.073781], [-2.475563, 0.531115, -10.417690], [0.299633, 0.342476, -9.227630], [0.100053, 0.477838, -10.986201], [1.262347, -1.512305, -10.824495], [0.268721, -3.022977, -10.760999], [0.848584, -2.320453, -9.247998], [-6.501502, -12.300062, -9.372507], [-5.697517, -11.686203, -8.401232], [-5.953092, -10.316694, -8.300675], [-5.436754, -9.508947, -9.469732], [-4.180289, -9.917272, -9.933191], [-3.167827, -9.583382, -9.016053], [-6.440199, -11.820866, -10.357523], [-7.557381, -12.274122, -9.070622], [-6.168412, -13.327513, -9.494479], [-5.567627, -10.019755, -7.325195], [-7.028827, -10.102561, -8.204978], [-5.437817, -8.433775, -9.239594], [-6.120551, -9.589280, -10.317584], [-3.420182, -9.919530, -8.001140], [-3.121630, -8.482466, -8.964050], [-2.195435, -9.994933, -9.256122]], "forces_ev_per_a": [[-0.57, 1.21, -0.31], [0.01, -0.71, 0.55], [0.55, 0.55, -0.30], [-0.61, -0.38, 0.65], [0.49, 0.25, -0.48], [-0.24, -0.29, 0.28], [0.20, -0.35, -0.22], [0.19, -0.26, -0.08], [0.03, 0.27, 0.02], [-0.01, 0.11, -0.10], [-0.14, -0.04, 0.10], [0.02, -0.43, -0.05], [0.11, 0.07, -0.14], [0.77, 0.19, 0.51], [-0.37, 0.33, -0.07], [0.29, 1.16, -0.22], [-0.14, 0.34, 0.29], [-0.45, -0.31, -0.18], [0.03, -0.02, 0.02], [0.06, -0.03, -0.26], [0.03, -0.25, -0.19], [0.01, -0.16, 0.23], [-0.13, -0.38, -0.06], [0.11, -0.47, 0.13], [0.22, -0.39, -0.01], [-0.36, -0.08, -0.14], [0.46, -0.17, -0.68], [0.06, 0.21, 0.50], [0.84, -0.91, -0.28], [0.10, 0.27, -0.53], [-0.32, -0.14, 1.50], [-0.51, 0.11, 0.09], [-0.01, 0.08, 0.16], [-0.11, 0.18, 0.28], [0.00, -0.36, -0.25], [-0.25, 0.52, 0.02], [-0.07, 0.25, -0.12], [-0.04, 0.36, -0.11], [-0.13, -0.36, -0.51], [0.22, -0.19, -0.33], [-0.61, 0.48, -0.28], [-0.10, 0.17, -0.11], [-0.13, -0.03, 0.06], [-0.03, 0.02, 0.00], [0.80, -0.54, 0.72], [0.29, -0.93, 0.19], [0.02, 0.13, -0.17], [-0.05, 0.17, -0.20], [-0.07, 0.44, -0.01], [-0.10, 0.12, 0.10], [-0.05, 0.07, 0.09], [-0.73, -0.03, -0.89], [0.61, -0.46, 0.15], [0.23, 0.19, 0.14], [-0.07, -0.15, 0.02], [0.07, 0.16, 0.54], [-0.19, 0.26, 0.00], [-0.28, -1.32, -0.21], [-0.16, 0.33, 0.11], [0.25, 0.25, 0.27], [0.30, 0.36, -0.12], [-0.13, 0.45, -0.16], [0.06, -0.14, 0.07], [1.16, -0.03, -0.57], [-0.73, 0.56, 0.03], [-0.14, -0.25, -0.05], [-0.05, 0.05, 0.08], [-0.26, -0.23, 0.66], [0.08, -0.06, -0.20], [-0.48, 0.57, -1.09], [0.12, -0.07, 0.72], [0.33, -0.26, 0.25], [0.04, -0.08, 0.08], [0.07, -0.15, 0.28], [-0.14, 0.02, -0.15], [-0.31, -0.04, 0.46], [0.05, -0.33, 0.09], [-0.06, 0.07, -0.08], [0.15, 0.03, -0.21], [0.09, 0.00, -0.11], [-0.19, 0.21, -0.14], [0.35, -0.07, 0.23], [-0.11, -0.42, -0.45], [-0.19, 0.29, 0.01], [-0.14, -0.16, -0.01], [0.08, 0.11, 0.13], [0.05, 0.29, 0.07], [-0.48, -0.86, -0.43], [0.40, 0.34, 0.12], [-0.03, 0.20, -0.05], [0.15, 0.28, 0.03], [0.05, 0.00, 0.25], [-0.07, 0.03, 0.04], [-1.58, 0.21, 1.07], [0.56, -0.58, -0.24], [0.22, 0.85, -0.74], [0.24, -0.25, 1.20], [-0.31, -0.76, -0.66], [-0.45, 1.08, 0.84], [0.58, -0.13, 0.08], [0.18, 0.25, -0.55], [0.02, -0.04, -0.39], [0.00, -0.06, -0.07], [-0.02, -0.21, 0.12], [0.13, 0.05, -0.16], [-0.16, 0.02, -0.14], [0.26, -0.41, 0.03], [-0.20, 0.14, -0.16], [0.53, -0.07, -0.29], [-0.27, -0.12, -0.35], [0.06, -0.29, -0.20], [-0.61, 0.41, 0.93], [-0.28, 0.45, -0.54], [0.60, -0.40, -0.28], [-0.46, 0.71, 0.79], [0.17, 0.05, 0.10], [0.04, -0.12, 0.03], [-0.04, -0.06, 0.13], [0.40, 0.19, -0.17], [-0.03, -0.12, -0.17], [0.04, -0.07, 0.35], [0.08, -0.23, -0.05], [0.04, -0.13, -0.10], [0.34, -0.10, 0.04], [-0.09, -0.13, -0.46]], "lowdin_charge": [-0.18, -0.15, -0.21, -0.16, -0.19, 0.11, 0.11, 0.10, 0.12, 0.12, 0.10, 0.11, 0.12, -0.15, -0.13, -0.13, -0.21, -0.16, 0.10, 0.09, 0.09, 0.08, 0.10, 0.11, 0.13, 0.11, -0.17, -0.17, -0.18, -0.13, -0.19, 0.12, 0.10, 0.08, 0.10, 0.10, 0.11, 0.12, 0.12, -0.18, -0.14, 0.06, 0.07, 0.08, 0.04, -0.15, -0.14, 0.07, 0.06, 0.08, 0.07, -0.14, -0.13, 0.08, 0.06, 0.08, 0.07, -0.18, -0.13, 0.08, 0.07, 0.06, 0.04, -0.17, -0.12, 0.07, 0.09, 0.04, 0.08, -0.14, -0.12, 0.06, 0.09, 0.08, 0.09, -0.16, -0.15, 0.07, 0.08, 0.06, 0.03, -0.14, -0.12, 0.07, 0.07, 0.08, 0.08, -0.13, -0.13, 0.06, 0.08, 0.06, 0.06, -0.12, -0.22, -0.19, -0.20, -0.22, -0.07, 0.10, 0.09, 0.10, 0.13, 0.13, 0.14, 0.13, 0.09, 0.07, 0.09, -0.11, -0.17, -0.23, -0.22, -0.17, -0.09, 0.09, 0.09, 0.09, 0.12, 0.12, 0.10, 0.12, 0.09, 0.07, 0.07], "e_tot_ha": -2356.4571, "molar_mass_da": 684.94}